{"formula": "C13H13DyN4O6PS2", "method": "ωB97M-V/def2-TZVPD", "homo_lumo_gap_ev": [7.59, 5.85], "molar_mass_g_mol": 578.88, "relative_energy_ev": 0.0000, "total_energy_ha": -3196.74649, "spin_multiplicity": 5, "charge": -2, "s_squared": 7.03, "symbols": ["Dy", "S", "S", "P", "O", "O", "O", "O", "O", "O", "N", "N", "N", "N", "C", "C", "C", "C", "C", "C", "C", "C", "C", "C", "C", "C", "C", "H", "H", "H", "H", "H", "H", "H", "H", "H", "H", "H", "H", "H"], "xyz": [[0.173, 0.149, 0.002], [3.123, 0.049, -0.691], [1.355, -2.309, 0.918], [2.596, -1.830, -0.549], [-3.181, -1.493, -0.243], [3.922, -2.748, -0.471], [-5.858, 4.366, 0.240], [1.983, -2.346, -1.946], [-6.642, 2.254, 0.055], [-1.302, -0.876, -1.332], [2.309, 5.474, -1.031], [-1.700, 1.718, -0.550], [2.118, 4.206, 1.090], [0.982, 2.043, 1.350], [-1.964, 3.014, -0.372], [2.189, 4.838, -0.068], [2.237, -1.581, -4.194], [-2.410, -0.661, -0.683], [-3.241, 3.502, -0.165], [-4.310, 2.617, -0.114], [-4.028, 1.263, -0.254], [-5.758, 3.132, 0.080], [4.196, -4.645, 0.988], [1.504, 3.072, 1.166], [3.773, -4.171, -0.385], [1.365, -1.531, -2.962], [-2.724, 0.847, -0.472], [-1.109, 3.681, -0.410], [1.260, -0.494, -2.623], [4.412, -4.596, -1.162], [2.343, -2.605, -4.556], [3.228, -1.186, -3.967], [3.559, -4.196, 1.749], [5.230, -4.360, 1.186], [-3.434, 4.558, -0.038], [2.744, -4.462, -0.602], [4.115, -5.732, 1.057], [-4.830, 0.541, -0.207], [1.797, -0.977, -4.991], [0.366, -1.930, -3.123]], "forces_ev_per_angstrom": [[0.5586, 0.6934, 0.3780], [0.1188, 0.0447, 0.0238], [0.0739, -0.3198, 0.0957], [0.4808, -0.1821, -0.1977], [-0.1407, -0.0960, -0.0226], [-0.1159, 0.0438, -0.0572], [0.0275, -0.0220, -0.0227], [-0.1535, -0.0965, -0.1562], [0.0375, -0.0035, -0.0180], [-0.6920, -0.0900, 0.2721], [-0.0051, -0.0146, 0.0042], [-0.2557, -0.3621, 0.1668], [-0.0921, -0.1223, -0.0539], [-0.0747, 0.1567, -0.0002], [0.0524, 0.0861, -0.0464], [0.0454, 0.0805, 0.0432], [-0.0308, 0.0549, -0.1741], [0.1003, 0.5235, -0.5296], [0.0101, -0.0128, -0.0126], [0.0425, -0.0483, -0.0411], [-0.0738, -0.1013, 0.0274], [-0.1064, 0.0463, 0.0748], [0.0208, -0.0502, 0.0343], [0.1414, 0.1479, 0.0767], [0.0551, -0.0080, 0.0214], [0.1477, -0.0630, 0.1939], [-0.2186, -0.1058, -0.1658], [0.0086, -0.0115, 0.0237], [0.0954, -0.1923, 0.0086], [-0.0054, 0.0036, -0.0126], [-0.0055, -0.0094, 0.0322], [-0.0085, 0.0139, 0.0254], [-0.0116, 0.0049, -0.0146], [-0.0031, 0.0128, -0.0051], [0.0057, 0.0057, -0.0150], [-0.0184, 0.0139, 0.0386], [-0.0019, 0.0009, -0.0140], [0.0027, 0.0052, 0.0160], [-0.0085, -0.0080, 0.0096], [-0.0028, -0.0192, -0.0072]]}